Record 1
DFT (ωB97M-V with the def2-TZVPD basis set) results for a structure of composition C3HHgO2 at a distorted geometry.

For the molecular weight, the calculation gives 269.63 g mol⁻¹. As for the energy relative to the best compared isomer or geometry (same formula, charge and spin): 0.0 kJ/mol. The value obtained for the calculated total energy is -11384.473 eV. Its net charge is +1. As for the multiplicity: 3.

Last column: Löwdin spin population.
Element x y z (Å)
1 C 3.58 -0.86 -0.01  0.009
2 C -2.32 -0.78 -0.01  0.581
3 O 2.91 0.04 0.14  0.137
4 O -0.76 0.98 -0.61  0.375
5 C -1.61 0.16 -0.47  0.219
6 Hg 1.27 1.89 0.55  0.655
7 H -3.08 -1.42 0.41  0.025

Record 2
DFT (ωB97M-V with the def2-TZVPD basis set) results for the molecule C6H12NP at a distorted geometry.

For the molecular weight, the calculation gives 129.14 g mol⁻¹. As for the energy relative to the best compared isomer or geometry (same formula, charge and spin): 312.1 kJ/mol. The value obtained for the calculated total energy is -17190.429 eV.

Last column: natural (NBO) charge in e.
Element x y z (Å)
1 C -0.92 -1.22 -0.90  0.118
2 C -1.54 0.04 -1.19  -0.494
3 C -1.96 0.64 0.32  -0.428
4 C -0.77 1.03 1.13  -0.435
5 C 1.05 -0.38 0.05  0.013
6 C 1.86 -0.69 1.25  -0.663
7 N 0.23 -1.38 -0.27  -0.482
8 P 1.72 0.77 -1.24  0.269
9 H -1.39 -2.05 -1.31  0.181
10 H -0.67 0.75 -1.47  0.254
11 H -2.52 -0.10 -1.65  0.237
12 H -2.45 1.61 0.08  0.224
13 H -2.57 -0.12 0.71  0.208
14 H -0.65 2.12 1.18  0.187
15 H -0.62 0.67 2.12  0.183
16 H 2.36 -1.54 0.98  0.221
17 H 1.15 -0.84 2.04  0.226
18 H 2.64 0.01 1.56  0.215
19 H 2.01 -0.08 -2.35  -0.014
20 H 3.04 0.75 -1.06  -0.020

Record 3
DFT (ωB97M-V with the def2-TZVPD basis set) results for a structure of composition C4H10NO2 at a distorted geometry.

For the molecular weight, the calculation gives 104.13 g mol⁻¹. As for the energy relative to the best compared isomer or geometry (same formula, charge and spin): 256.0 kJ/mol. The value obtained for the calculated total energy is -9894.792 eV. Its net charge is -1.

Last column: natural (NBO) charge in e.
Element x y z (Å)
1 C -0.12 1.71 0.68  -0.088
2 O -0.06 0.43 1.24  -0.848
3 C -0.82 1.65 -0.67  -0.148
4 C -1.68 2.56 -1.09  -0.475
5 H 0.89 2.15 0.56  0.136
6 H -0.67 2.35 1.38  0.138
7 H 0.56 -0.28 0.52  0.488
8 H -0.49 0.78 -1.22  0.222
9 H -2.22 2.52 -2.03  0.176
10 H -1.97 3.40 -0.45  0.170
11 N 1.20 -3.13 0.73  -0.883
12 C 0.65 -2.26 -0.29  0.104
13 O 1.21 -1.00 -0.35  -0.889
14 H 2.21 -3.08 0.73  0.337
15 H 0.95 -2.81 1.66  0.342
16 H 0.81 -2.74 -1.27  0.105
17 H -0.44 -2.26 -0.13  0.112

Record 4
DFT (ωB97M-V with the def2-TZVPD basis set) results for a structure of composition C50H39BrClN6O2S2SbW at a distorted geometry.

For the molecular weight, the calculation gives 1240.99 g mol⁻¹. The value obtained for the calculated total energy is -178102.563 eV. Its net charge is +2.

Last column: Löwdin charge in e.
Element x y z (Å)
1 W -0.87 0.47 -0.91  1.264
2 S -1.89 -0.29 1.11  0.655
3 C -2.02 1.38 1.91  -0.657
4 N -2.62 1.62 3.03  0.136
5 N -3.15 0.78 3.89  0.077
6 C -2.93 -0.57 4.12  -0.265
7 C -1.66 -1.14 4.03  -0.079
8 C -1.49 -2.47 4.34  -0.078
9 C -2.58 -3.26 4.70  -0.052
10 C -3.84 -2.69 4.80  -0.049
11 C -4.02 -1.35 4.54  0.001
12 N -1.60 2.41 1.22  0.069
13 N -1.20 2.23 -0.06  -0.193
14 C -0.90 3.45 -0.70  -0.268
15 C -0.72 4.64 0.01  -0.004
16 C -0.44 5.81 -0.67  -0.047
17 C -0.32 5.81 -2.05  -0.056
18 C -0.50 4.63 -2.76  -0.061
19 C -0.79 3.46 -2.09  -0.046
20 H -3.84 1.23 4.48  0.176
21 H -0.83 -0.51 3.77  0.094
22 H -0.51 -2.92 4.33  0.100
23 H -2.46 -4.31 4.92  0.112
24 H -4.69 -3.30 5.09  0.119
25 H -4.99 -0.89 4.65  0.122
26 H -0.82 4.63 1.08  0.115
27 H -0.33 6.72 -0.11  0.117
28 H -0.13 6.73 -2.57  0.115
29 H -0.44 4.63 -3.84  0.114
30 H -1.01 2.54 -2.66  0.083
31 Br -8.40 0.88 -0.01  0.792
32 C -6.61 0.69 -0.60  -0.666
33 C -6.34 -0.15 -1.67  -0.099
34 C -5.04 -0.30 -2.12  -0.012
35 C -4.00 0.43 -1.53  -0.276
36 C -4.30 1.27 -0.45  -0.052
37 C -5.59 1.38 0.03  -0.099
38 N -2.67 0.39 -2.03  -0.079
39 C -2.58 0.22 -3.37  -0.050
40 C -1.31 0.10 -3.94  -0.250
41 C -1.10 -0.18 -5.32  0.022
42 C 0.18 -0.34 -5.79  -0.010
43 C 1.25 -0.18 -4.89  -0.003
44 C 0.99 0.11 -3.58  -0.110
45 N -0.25 0.25 -3.06  -0.078
46 H -7.14 -0.69 -2.16  0.113
47 H -4.84 -1.02 -2.90  0.119
48 H -3.54 1.89 0.00  0.074
49 H -5.80 2.02 0.87  0.110
50 H -3.46 0.22 -4.00  0.140
51 H -1.96 -0.28 -5.96  0.129
52 H 0.36 -0.56 -6.83  0.125
53 H 2.27 -0.29 -5.22  0.110
54 H 1.80 0.24 -2.88  0.089
55 S -0.52 -1.94 -1.09  0.197
56 Sb 1.55 -2.08 0.11  1.482
57 C 2.79 -2.24 -1.67  -0.341
58 C 2.58 -3.33 -2.50  -0.122
59 C 3.22 -3.39 -3.72  -0.053
60 C 4.05 -2.35 -4.12  -0.067
61 C 4.25 -1.25 -3.29  -0.078
62 C 3.62 -1.20 -2.06  -0.145
63 C 1.26 -4.04 0.92  -0.358
64 C 2.17 -5.06 0.70  -0.115
65 C 1.95 -6.31 1.26  -0.058
66 C 0.85 -6.52 2.07  -0.053
67 C -0.06 -5.50 2.30  -0.063
68 C 0.14 -4.26 1.72  -0.147
69 C 2.43 -1.04 1.82  -0.309
70 C 1.84 -1.25 3.04  -0.118
71 C 2.35 -0.62 4.17  -0.046
72 C 3.46 0.20 4.05  -0.050
73 C 4.07 0.37 2.82  -0.068
74 C 3.55 -0.24 1.68  -0.115
75 H 1.91 -4.12 -2.20  0.104
76 H 3.07 -4.23 -4.37  0.117
77 H 4.53 -2.38 -5.09  0.117
78 H 4.87 -0.43 -3.61  0.119
79 H 3.76 -0.33 -1.42  0.090
80 H 3.04 -4.89 0.09  0.100
81 H 2.64 -7.11 1.07  0.116
82 H 0.69 -7.49 2.52  0.115
83 H -0.93 -5.66 2.92  0.106
84 H -0.59 -3.47 1.86  0.080
85 H 0.97 -1.90 3.12  0.071
86 H 1.88 -0.78 5.13  0.117
87 H 3.86 0.70 4.92  0.118
88 H 4.94 1.00 2.72  0.120
89 H 4.02 -0.07 0.72  0.099
90 Cl 4.62 6.41 0.23  0.753
91 C 3.71 4.96 0.24  -0.656
92 C 3.50 4.27 1.43  -0.069
93 C 2.74 3.12 1.44  0.005
94 C 2.20 2.63 0.24  -0.140
95 C 2.44 3.32 -0.96  -0.011
96 C 3.17 4.48 -0.96  -0.078
97 C 1.35 1.45 0.24  -0.570
98 O 0.83 0.93 1.24  -0.040
99 O 1.07 0.86 -0.91  -0.276
100 H 3.92 4.65 2.35  0.116
101 H 2.54 2.59 2.36  0.117
102 H 2.01 2.95 -1.89  0.115
103 H 3.33 5.04 -1.87  0.115

Record 5
DFT (ωB97M-V with the def2-TZVPD basis set) results for a cluster of 2 separate species, H4O2Si in total at a distorted geometry.

For the molecular weight, the calculation gives 64.12 g mol⁻¹. As for the energy relative to the best compared isomer or geometry (same formula, charge and spin): 717.3 kJ/mol. The value obtained for the calculated total energy is -12031.766 eV.

Last column: natural (NBO) charge in e.
Element x y z (Å)
1 O -1.05 -1.94 -0.32  -0.523
2 O -0.10 -1.39 -1.27  -0.503
3 Si 0.48 0.35 0.40  1.030
4 H -1.89 -1.94 -0.81  0.452
5 H 1.87 0.99 0.27  -0.138
6 H 0.64 -0.51 1.50  -0.194
7 H -0.95 0.79 0.40  -0.125

Record 6
DFT (ωB97M-V with the def2-TZVPD basis set) results for a cluster of 14 separate species, C44H127N11O14 in total at a distorted geometry.

For the molecular weight, the calculation gives 1034.56 g mol⁻¹. As for the energy relative to the best compared isomer or geometry (same formula, charge and spin): 86.2 kJ/mol. The value obtained for the calculated total energy is -92737.538 eV.

Last column: Löwdin charge in e.
Element x y z (Å)
1 C -1.73 3.81 4.36  -0.074
2 C -1.87 4.65 5.60  -0.453
3 C -2.81 4.00 6.61  -0.246
4 O -4.02 3.63 6.05  -0.201
5 C -5.02 3.07 6.86  -0.096
6 N -0.58 4.84 6.27  0.043
7 H -1.03 4.37 3.71  0.073
8 H -2.62 3.62 3.77  0.075
9 H -1.17 2.91 4.62  0.083
10 H -2.35 5.62 5.33  0.145
11 H -2.91 4.76 7.42  0.128
12 H -2.26 3.14 7.05  0.130
13 H -5.32 3.83 7.61  0.092
14 H -4.58 2.22 7.37  0.080
15 H -5.89 2.90 6.25  0.084
16 H 0.13 4.99 5.55  0.025
17 H -0.62 5.69 6.82  0.073
18 C -3.04 -3.68 -0.89  -0.046
19 C -3.35 -4.53 -2.14  -0.409
20 C -4.48 -4.00 -3.07  -0.201
21 O -5.54 -3.75 -2.19  -0.212
22 C -6.83 -3.44 -2.69  -0.091
23 N -2.16 -4.83 -2.99  0.061
24 H -2.85 -2.67 -1.25  0.061
25 H -2.16 -4.00 -0.32  0.075
26 H -3.91 -3.71 -0.22  0.072
27 H -3.68 -5.50 -1.79  0.117
28 H -4.66 -4.94 -3.59  0.121
29 H -4.12 -3.19 -3.70  0.127
30 H -7.48 -3.22 -1.87  0.075
31 H -7.21 -4.18 -3.41  0.086
32 H -6.76 -2.54 -3.32  0.081
33 H -1.57 -5.37 -2.38  0.021
34 H -1.71 -3.98 -3.34  0.051
35 C -5.74 -1.12 0.59  -0.062
36 C -5.75 0.34 0.74  -0.465
37 C -4.81 1.07 -0.20  -0.153
38 O -5.01 2.51 -0.05  -0.196
39 C -4.34 3.37 -0.92  -0.147
40 N -7.15 0.83 0.72  0.060
41 H -4.69 -1.45 0.78  0.088
42 H -6.06 -1.44 -0.41  0.075
43 H -6.37 -1.62 1.32  0.084
44 H -5.35 0.67 1.70  0.129
45 H -4.98 0.76 -1.25  0.130
46 H -3.74 0.89 0.03  0.120
47 H -3.23 3.31 -0.88  0.066
48 H -4.66 4.40 -0.71  0.092
49 H -4.45 3.23 -2.01  0.083
50 H -7.08 1.82 0.88  0.052
51 H -7.49 0.70 -0.22  0.063
52 C 2.69 -0.53 -5.39  -0.045
53 C 3.03 0.96 -5.24  -0.420
54 C 3.92 1.23 -4.00  -0.191
55 O 3.18 0.99 -2.80  -0.230
56 C 4.03 1.15 -1.68  -0.111
57 N 3.78 1.42 -6.39  0.044
58 H 2.22 -0.94 -4.50  0.046
59 H 3.56 -1.13 -5.64  0.080
60 H 2.05 -0.64 -6.28  0.083
61 H 2.08 1.47 -5.04  0.107
62 H 4.27 2.27 -3.98  0.115
63 H 4.77 0.55 -3.97  0.124
64 H 4.41 2.18 -1.62  0.086
65 H 4.85 0.44 -1.70  0.089
66 H 3.40 0.98 -0.81  0.069
67 H 3.88 2.42 -6.50  0.073
68 H 3.44 1.07 -7.27  0.069
69 C 2.34 4.01 2.42  -0.084
70 C 3.13 4.52 3.60  -0.476
71 C 3.74 5.86 3.26  -0.247
72 O 4.32 6.29 4.44  -0.181
73 C 5.08 7.52 4.27  -0.075
74 N 2.15 4.59 4.66  0.041
75 H 1.48 4.68 2.27  0.082
76 H 1.90 3.04 2.69  0.060
77 H 2.90 3.79 1.50  0.080
78 H 3.94 3.83 3.86  0.131
79 H 2.91 6.54 2.93  0.143
80 H 4.39 5.78 2.39  0.129
81 H 5.33 7.93 5.24  0.080
82 H 4.47 8.22 3.67  0.091
83 H 6.05 7.42 3.77  0.083
84 H 1.82 3.64 4.90  0.093
85 H 2.76 4.81 5.45  0.089
86 C -0.57 -9.37 -3.30  -0.079
87 C -0.55 -8.42 -2.13  -0.438
88 C 0.45 -7.27 -2.45  -0.218
89 O 0.29 -6.26 -1.48  -0.194
90 C 1.09 -5.11 -1.73  -0.093
91 N -1.93 -8.03 -1.94  0.046
92 H -1.21 -10.23 -3.10  0.081
93 H 0.42 -9.70 -3.61  0.077
94 H -0.96 -8.89 -4.19  0.072
95 H -0.16 -8.86 -1.22  0.136
96 H 0.36 -6.88 -3.49  0.135
97 H 1.47 -7.68 -2.47  0.121
98 H 2.16 -5.34 -1.78  0.083
99 H 0.94 -4.28 -1.05  0.068
100 H 0.80 -4.68 -2.67  0.057
101 H -2.17 -7.62 -2.85  0.071
102 H -1.90 -7.26 -1.28  0.060
103 C -3.55 -1.63 8.00  -0.083
104 C -3.56 -1.97 6.55  -0.477
105 C -3.84 -0.70 5.74  -0.228
106 O -3.66 -0.89 4.35  -0.182
107 C -3.11 0.29 3.78  -0.105
108 N -2.23 -2.36 6.16  0.045
109 H -4.54 -1.29 8.33  0.084
110 H -2.76 -0.88 8.13  0.085
111 H -3.17 -2.47 8.59  0.080
112 H -4.39 -2.66 6.31  0.145
113 H -3.20 0.13 6.07  0.112
114 H -4.88 -0.36 5.91  0.132
115 H -3.83 1.12 3.85  0.093
116 H -2.94 0.17 2.71  0.076
117 H -2.14 0.48 4.19  0.078
118 H -2.20 -2.46 5.16  0.074
119 H -2.00 -3.28 6.51  0.078
120 C 5.71 -5.89 -3.63  -0.047
121 C 4.19 -5.79 -3.88  -0.439
122 C 3.78 -4.32 -3.67  -0.197
123 O 4.24 -3.89 -2.39  -0.182
124 C 3.65 -2.69 -2.02  -0.116
125 N 3.86 -6.37 -5.18  0.037
126 H 5.98 -5.36 -2.72  0.073
127 H 6.18 -5.25 -4.38  0.075
128 H 5.98 -6.93 -3.66  0.071
129 H 3.67 -6.46 -3.21  0.114
130 H 2.69 -4.30 -3.73  0.096
131 H 4.23 -3.73 -4.48  0.127
132 H 2.54 -2.75 -2.05  0.075
133 H 3.98 -1.86 -2.64  0.076
134 H 3.95 -2.45 -1.02  0.085
135 H 2.86 -6.39 -5.38  0.072
136 H 4.36 -5.87 -5.91  0.070
137 C 2.29 4.52 -3.45  -0.036
138 C 1.38 5.64 -2.82  -0.409
139 C 0.37 4.92 -1.96  -0.226
140 O -0.63 4.24 -2.68  -0.253
141 C -1.72 5.08 -3.09  -0.046
142 N 2.22 6.44 -1.96  0.055
143 H 2.88 4.06 -2.64  0.080
144 H 3.02 4.91 -4.16  0.077
145 H 1.73 3.77 -3.96  0.051
146 H 0.84 6.09 -3.65  0.125
147 H -0.13 5.59 -1.26  0.124
148 H 0.82 4.21 -1.28  0.123
149 H -2.35 4.45 -3.72  0.095
150 H -1.29 5.86 -3.71  0.087
151 H -2.28 5.44 -2.22  0.089
152 H 3.05 6.63 -2.48  0.065
153 H 1.88 7.30 -1.58  0.074
154 C 2.15 -0.43 3.25  -0.067
155 C 3.63 -0.60 3.17  -0.443
156 C 4.33 0.70 2.63  -0.226
157 O 5.62 0.45 2.21  -0.169
158 C 6.26 1.64 1.75  -0.096
159 N 4.14 -1.12 4.42  0.044
160 H 1.66 -1.36 3.51  0.084
161 H 1.79 -0.11 2.26  0.069
162 H 1.92 0.27 4.04  0.076
163 H 3.83 -1.37 2.45  0.129
164 H 4.30 1.48 3.39  0.110
165 H 3.76 1.06 1.77  0.103
166 H 5.68 2.13 0.95  0.074
167 H 7.28 1.45 1.42  0.085
168 H 6.34 2.43 2.52  0.089
169 H 5.15 -1.20 4.38  0.072
170 H 3.88 -0.54 5.22  0.077
171 C 0.37 -1.41 -0.32  -0.050
172 C -0.26 -0.46 -1.26  -0.410
173 C -0.16 1.00 -0.69  -0.198
174 O -1.03 1.10 0.40  -0.195
175 C -1.08 2.37 1.10  -0.059
176 N 0.30 -0.59 -2.62  0.068
177 H 0.23 -2.41 -0.69  0.050
178 H -0.14 -1.29 0.66  0.101
179 H 1.40 -1.10 -0.34  0.073
180 H -1.33 -0.61 -1.35  0.130
181 H -0.28 1.81 -1.42  0.110
182 H 0.92 1.17 -0.41  0.119
183 H -0.17 2.65 1.67  0.072
184 H -1.82 2.20 1.86  0.057
185 H -1.34 3.20 0.43  0.080
186 H -0.30 -0.12 -3.30  0.072
187 H 1.25 -0.22 -2.66  0.057
188 O -0.72 2.27 -4.43  -0.070
189 H -0.39 2.95 -3.80  0.002
190 H 0.00 1.86 -4.92  0.009
191 O -1.29 -0.45 -5.90  -0.054
192 H -1.90 -0.62 -6.63  0.053
193 H -1.72 0.21 -5.34  0.023
194 O 0.17 -2.97 -4.36  -0.107
195 H 0.23 -2.30 -3.64  -0.003
196 H -0.27 -2.45 -5.06  0.015